[1]
Here is a cluster of 6 separate species, C49H106N6O6 in total from the OMol25 dataset. Energies are from ωB97M-V with the def2-TZVPD basis set.

Values from the calculation:
Total charge: 0
Total energy (eV): -73752.2583
HOMO-LUMO gap (eV): 8.59
ΔE to the lowest compared entry with this formula, charge and spin (kcal/mol): 0.0

```
167
C49H106N6O6, DFT ωB97M-V with the def2-TZVPD basis set
H 10.548 0.855 21.689
C 8.912 4.763 19.315
H 15.667 -2.759 28.109
C 13.724 -0.834 31.809
H 11.363 -2.583 21.972
H 10.153 4.195 21.844
H 7.927 7.467 21.341
C 8.022 1.914 31.437
H 7.146 0.764 27.732
H 14.168 -3.615 21.324
H 12.090 -2.040 25.747
H 15.174 -1.436 18.027
C 9.192 2.352 28.722
H 13.073 -3.054 30.986
H 11.557 2.258 21.562
H 12.962 5.403 19.589
H 14.003 2.126 21.877
H 5.905 2.251 31.493
H 13.025 -0.450 31.061
H 15.351 -1.028 19.742
C 9.464 3.337 29.846
C 10.723 -3.449 21.790
C 11.257 -1.587 25.212
C 15.605 -0.810 29.026
H 14.549 -1.652 27.356
H 9.772 2.370 23.395
H 14.956 0.769 27.723
C 13.712 -2.541 29.062
H 9.270 3.971 19.976
H 16.419 0.822 20.362
C 15.500 -2.449 32.446
C 10.565 6.328 21.934
C 14.831 0.484 28.771
H 13.126 -1.303 32.595
H 19.461 0.581 20.422
H 9.924 -3.184 21.098
H 13.102 0.667 20.307
C 11.011 6.072 18.997
C 17.246 -1.245 18.667
H 17.688 -1.454 28.682
H 17.542 -2.895 17.272
H 19.847 -1.025 22.509
C 15.779 -1.600 18.919
H 9.506 4.359 29.468
C 19.609 -1.613 21.622
H 10.417 3.078 30.314
H 17.461 2.059 19.733
C 12.552 0.463 25.677
H 10.531 0.461 30.448
C 10.436 0.609 24.362
H 9.435 4.996 23.230
C 12.593 0.596 22.394
C 14.929 -1.985 28.330
H 15.736 -1.745 33.253
H 13.759 0.362 28.950
N 12.384 -0.482 23.373
H 17.390 -2.128 22.761
H 16.242 -1.803 21.496
H 8.988 4.433 18.281
H 9.205 8.148 18.896
H 16.496 0.619 18.007
C 17.655 -1.812 17.300
H 11.163 4.666 23.226
H 10.107 0.899 25.366
C 11.682 -0.225 24.637
C 13.789 1.480 22.740
C 11.509 -4.656 21.295
C 11.329 1.412 22.219
H 17.474 0.258 28.782
O 7.425 -0.257 30.708
H 15.008 -4.904 22.160
H 8.711 0.440 27.112
H 7.858 4.862 19.591
H 18.959 -3.424 19.944
H 9.992 -5.364 20.149
H 16.961 -0.568 27.328
H 19.583 -2.669 21.894
H 10.106 2.207 28.140
H 11.036 5.519 18.059
H 15.026 -3.310 22.869
H 13.914 -0.551 21.139
C 9.155 1.478 32.390
C 10.535 7.441 22.990
H 12.660 5.948 21.991
H 11.373 2.507 24.144
H 11.682 4.391 20.191
N 9.549 6.585 20.917
H 14.195 0.051 32.245
H 11.531 7.672 23.370
C 12.922 -0.104 21.068
H 10.139 8.367 22.575
H 14.511 -3.899 30.562
N 7.810 1.044 30.287
H 6.499 -0.307 30.455
H 10.393 -1.472 25.873
H 14.898 -3.224 32.924
N 18.144 -1.733 19.688
H 9.188 0.393 32.510
O 13.595 -1.170 23.593
N 15.743 -1.127 30.426
C 16.991 -0.656 28.416
C 11.955 5.435 20.019
H 12.148 -0.805 20.775
H 16.795 -0.531 22.527
H 16.468 -2.872 32.169
H 18.291 0.497 17.992
H 15.675 -2.642 19.236
C 10.729 1.870 23.540
H 14.706 0.906 22.869
H 10.069 -6.075 21.589
H 17.059 -1.337 16.520
C 6.713 2.034 32.205
H 20.432 -1.442 20.922
H 7.899 -0.776 28.110
C 14.778 -1.810 31.274
H 10.890 -2.252 24.427
H 12.058 0.429 26.659
H 6.412 1.073 32.627
H 13.054 -5.996 21.984
C 17.138 -1.411 21.973
C 17.379 0.281 18.553
H 8.925 1.840 33.397
H 12.876 -1.841 29.036
O 8.242 6.563 21.447
H 13.382 -2.108 23.507
H 8.931 6.909 17.605
H 13.572 0.095 25.763
N 10.649 -5.750 20.820
C 14.048 -2.912 30.505
C 18.304 -1.134 20.998
C 11.938 6.313 21.260
H 11.826 -5.744 23.174
O 13.193 -4.229 23.026
C 12.397 -5.220 22.398
C 10.323 4.960 22.595
H 12.209 7.311 20.905
H 10.127 1.874 32.106
C 8.769 0.947 29.201
C 8.094 0.292 28.005
C 10.029 0.121 29.548
H 10.273 -3.677 22.762
H 12.212 -4.470 20.479
H 13.630 2.153 23.582
H 9.732 -0.922 29.691
H 6.701 2.839 32.936
C 14.396 -4.008 22.322
O 16.399 -0.096 31.141
H 8.675 3.934 31.726
H 7.764 7.160 18.905
H 9.909 7.127 23.827
H 15.171 1.316 29.388
H 12.630 1.553 25.566
C 18.463 0.391 20.826
H 13.446 -3.451 28.519
C 9.585 6.130 19.540
H 7.436 3.731 30.480
H 8.451 2.748 28.022
C 8.355 3.304 30.891
H 18.696 -1.548 17.097
C 8.830 7.149 18.661
C 17.410 0.983 19.908
H 10.684 0.099 28.674
H 11.382 7.079 18.778
H 18.330 0.848 21.806
H 17.254 -0.482 31.356
O 18.054 -3.152 19.771
H 9.622 0.037 23.909
```

These are the Mulliken partial charges, in e, on atoms 1 to 8: H 0.3777; C -1.4962; H 0.4816; C -1.7649; H -0.1906; H -0.2250; H 0.3681; C 1.8012

[2]
Here is an isolated molecule of CH4ClPS from the OMol25 dataset. Energies are from ωB97M-V with the def2-TZVPD basis set.

Values from the calculation:
Total charge: 0
Total energy (eV): -33744.3701
HOMO-LUMO gap (spin up / spin down) (eV): 7.48 / 7.35
ΔE to the lowest compared entry with this formula, charge and spin (kcal/mol): 94.6

```
8
CH4ClPS, DFT ωB97M-V with the def2-TZVPD basis set
Cl 1.283 -0.710 -0.223
S -1.533 0.824 0.549
H -0.855 0.474 -2.372
H 0.727 -0.456 1.971
P -0.305 0.962 -1.008
H -0.050 -2.073 1.335
H -0.065 2.312 -1.467
C 0.798 -1.331 1.215
```

Per-atom natural (NBO) charges, elementary charge units: Cl 0.2396; S -0.5163; H -0.0007; H 0.2203; P 0.3658; H 0.2245; H 0.0094; C -0.5427

[3]
Here is a cluster of 3 separate species, C2H8O2 in total from the OMol25 dataset. Energies are from ωB97M-V with the def2-TZVPD basis set.

Values from the calculation:
Total charge: 0
Total energy (eV): -6297.4867
HOMO-LUMO gap (eV): 10.92
ΔE to the lowest compared entry with this formula, charge and spin (kcal/mol): 21.3

```
12
C2H8O2, DFT ωB97M-V with the def2-TZVPD basis set
C -1.326 -1.122 1.589
O 1.811 1.581 -3.034
C -0.968 -2.232 0.967
H 2.497 1.736 -3.689
H 0.312 2.525 -0.038
H -0.115 -2.264 0.302
H -1.544 -3.135 1.118
H 2.233 1.125 -2.300
H -0.256 1.524 0.974
H -2.248 -1.052 2.144
O 0.291 1.588 0.183
H -0.689 -0.274 1.784
```

These are the natural (NBO) partial charges, in e, on atoms 1 to 8: C -0.3781; O -0.9407; C -0.3758; H 0.4667; H 0.4731; H 0.1992; H 0.1946; H 0.4742

[4]
Here is a cluster of 6 separate species, C15H24Cl6O9 in total from the OMol25 dataset. Energies are from ωB97M-V with the def2-TZVPD basis set.

Values from the calculation:
Total charge: 0
Total energy (eV): -109504.2131
HOMO-LUMO gap (eV): 10.51
ΔE to the lowest compared entry with this formula, charge and spin (kcal/mol): 69.5

```
54
C15H24Cl6O9, DFT ωB97M-V with the def2-TZVPD basis set
H -7.705 -0.841 1.428
O 1.822 -0.259 0.278
H 0.777 6.487 3.530
H -2.096 4.589 -4.415
Cl -4.525 0.761 2.506
C -0.055 5.330 1.899
C 4.941 -3.290 3.635
C -0.697 3.386 -3.356
O -0.955 -4.817 -5.056
Cl 6.606 -3.647 3.684
C -7.185 -0.234 2.170
O -0.554 8.188 -0.073
C -0.109 6.518 2.896
Cl 0.160 4.927 -5.342
H -1.137 5.570 -3.425
C -5.727 -0.252 1.649
C 1.519 -6.024 -2.966
H -0.084 -2.476 -0.206
Cl 4.501 -3.111 6.427
O 1.292 -4.983 -5.034
H -0.740 -0.900 -0.783
C -1.077 4.670 -4.037
H -5.385 -1.271 1.469
H -0.634 4.455 2.194
C 2.152 -0.644 -0.982
H 0.816 -1.466 1.593
H 4.683 -3.809 2.712
H -5.833 0.077 0.615
O 1.187 -1.294 -1.474
H 4.801 -2.225 3.446
C -0.471 7.347 0.870
H 2.866 -4.694 -3.626
H 4.259 -4.968 4.827
H -0.565 2.541 -4.032
O -0.563 5.973 0.775
Cl -7.271 -0.983 3.754
H 2.926 -6.228 -4.618
Cl -1.969 2.985 -2.151
C 0.151 -1.444 -0.468
H 1.766 -5.505 -2.040
O 0.202 -5.531 -3.176
H 0.197 3.426 -2.733
H -0.934 6.676 3.590
H -7.560 0.786 2.097
C 0.130 -5.061 -4.445
C 2.302 -5.478 -4.131
H 1.668 -7.100 -2.873
C 0.660 -0.821 0.728
O -0.015 7.629 2.043
H 3.106 -3.741 4.607
H 0.958 5.026 1.635
O 3.225 -0.334 -1.506
C 4.171 -3.882 4.793
H 0.002 -0.035 1.098
```

These are the natural (NBO) partial charges, in e, on atoms 1 to 8: H 0.2209; O -0.4901; H 0.1991; H 0.2218; Cl -0.0528; C -0.0896; C -0.4365; C -0.3732

[5]
Here is a cluster of 7 separate species, C21H46BBrF3N6O8 in total from the OMol25 dataset. Energies are from ωB97M-V with the def2-TZVPD basis set.

Values from the calculation:
Total charge: -1
Total energy (eV): -126717.9406
HOMO-LUMO gap (eV): 4.92

```
86
C21H46BBrF3N6O8, DFT ωB97M-V with the def2-TZVPD basis set
H -2.159 0.696 7.493
H 0.643 -5.884 -4.544
H -2.819 0.165 -1.174
H 6.933 1.033 -1.228
C 5.793 2.145 -3.423
H 2.482 -4.699 -4.477
F -4.017 -1.527 -2.115
H -4.026 4.794 -1.612
H 0.947 1.029 8.599
O 3.787 0.194 1.166
H -1.142 1.580 8.643
C 2.908 -1.573 4.156
C -1.968 -0.915 1.168
C -5.214 -5.624 -2.125
H 5.679 -0.051 -1.835
H -0.759 -2.704 -5.868
H -3.151 -3.692 -0.688
N 0.611 -3.832 -4.744
O -2.598 -3.888 -1.444
H 0.433 -1.761 -4.936
N -0.175 1.000 6.889
H -0.704 6.203 0.405
H -5.269 -6.429 -1.395
C -4.405 -2.076 -3.317
C 0.996 0.815 7.518
H 3.998 3.586 -2.357
H -1.720 2.386 7.176
H 3.417 2.253 -1.343
N 5.322 1.984 -2.177
N -2.365 5.545 -0.593
C -0.033 -5.019 -4.699
Br -4.192 -3.995 -5.353
C 3.815 0.741 3.863
F -5.757 -2.368 -3.109
H 0.455 1.393 4.924
C -0.016 0.327 0.395
H 3.694 -1.859 4.856
H 2.047 -1.221 4.724
O 6.657 1.459 -3.935
H 5.314 2.984 -3.958
H 2.622 -2.445 3.571
H 0.402 0.180 -0.603
C -0.210 -2.640 -4.927
H 4.665 3.351 -0.731
N 3.380 -0.518 3.279
O 2.021 0.450 6.974
O -1.230 -5.119 -4.796
H -3.927 6.825 -0.037
O -3.906 -5.510 -2.621
F -4.472 -1.019 -4.205
C -1.160 5.305 -0.049
H -2.315 7.560 -0.061
C -2.307 0.822 -0.472
H 0.013 -0.287 5.242
C 3.416 -0.662 1.948
C 5.856 0.911 -1.354
B -3.369 -4.219 -2.584
H -1.206 -1.445 1.772
N -1.436 0.044 0.394
C -3.074 4.442 -1.226
H -0.948 -2.563 -4.127
C -3.506 -3.166 -3.675
O -3.150 -1.184 1.244
C -1.365 1.440 7.588
H -2.476 4.036 -2.041
H 2.296 -3.096 -3.743
C -2.974 6.858 -0.568
C 4.293 2.841 -1.621
H -1.714 1.552 -1.018
H 0.162 1.359 0.704
H 4.856 0.935 3.602
H 5.365 0.923 -0.386
C -0.246 0.750 5.456
H 3.210 1.559 3.472
H -1.255 0.946 5.104
C 2.041 -3.712 -4.610
H -3.243 3.647 -0.501
O -0.607 4.223 -0.039
H -5.562 -4.723 -1.627
H -3.151 7.215 -1.584
H -5.892 -5.853 -2.941
H 3.706 0.695 4.943
H -3.060 1.337 0.127
H 3.048 -1.646 1.612
H 0.491 -0.343 1.087
H 2.477 -3.252 -5.502
```

These are the Mulliken partial charges, in e, on atoms 1 to 8: H 0.3339; H 0.2583; H 0.2705; H 0.2984; C 0.1388; H 0.2868; F -0.2085; H 0.3877

[6]
Here is the ion C4H2N with charge +1 from the OMol25 dataset. Energies are from ωB97M-V with the def2-TZVPD basis set.

Values from the calculation:
Total charge: +1
Total energy (eV): -5649.9945
HOMO-LUMO gap (eV): 9.21
ΔE to the lowest compared entry with this formula, charge and spin (kcal/mol): 25.2

```
7
C4H2N, DFT ωB97M-V with the def2-TZVPD basis set
N -0.863 0.039 0.058
C 0.379 0.701 -0.048
C 1.467 -1.249 -0.036
C 0.310 -0.763 0.037
H -1.230 -0.189 -0.863
H -1.581 0.306 0.786
C 1.518 1.155 0.065
```

Per-atom natural (NBO) charges, elementary charge units: N -0.4521; C -0.2121; C 0.4281; C -0.1900; H 0.4888; H 0.5196; C 0.4177

[7]
Here is a structure of composition C2Cl4OS from the OMol25 dataset. Energies are from ωB97M-V with the def2-TZVPD basis set.

Values from the calculation:
Total charge: 0
Total energy (eV): -65045.1574
HOMO-LUMO gap (eV): 10.17
ΔE to the lowest compared entry with this formula, charge and spin (kcal/mol): 2.0

```
8
C2Cl4OS, DFT ωB97M-V with the def2-TZVPD basis set
O -1.273 -2.037 0.968
C 0.418 0.732 -1.187
S 0.407 0.243 0.664
Cl -0.240 -0.905 3.082
C -0.557 -1.220 1.446
Cl -1.230 0.889 -1.790
Cl 0.958 2.392 -0.940
Cl 1.516 -0.093 -2.244
```

Per-atom natural (NBO) charges, elementary charge units: O -0.4784; C -0.3135; S 0.1592; Cl 0.0562; C 0.3869; Cl 0.0481; Cl 0.0519; Cl 0.0895

[8]
Here is a structure of composition C18H14CdF6N4O8S2 from the OMol25 dataset. Energies are from ωB97M-V with the def2-TZVPD basis set.

Values from the calculation:
Total charge: -2
Total energy (eV): -83774.2096
HOMO-LUMO gap (eV): 5.57
ΔE to the lowest compared entry with this formula, charge and spin (kcal/mol): 15.3

```
53
C18H14CdF6N4O8S2, DFT ωB97M-V with the def2-TZVPD basis set
C -2.512 0.622 -1.608
F 0.893 3.551 3.667
C -3.668 1.461 -1.853
F -4.313 2.414 6.504
C 3.513 1.929 -0.746
O 0.358 0.641 3.241
H 3.041 -6.167 -2.132
S -0.638 1.530 2.706
N 2.194 2.338 -1.336
H 2.003 3.269 -0.950
C -4.953 0.964 -1.801
F -4.250 3.155 4.425
N -0.585 -1.551 -1.375
F 1.062 3.220 1.515
H -4.372 -2.315 -1.167
F -0.771 4.159 2.321
C 2.313 -4.148 -2.173
F -4.561 1.033 4.802
H 5.364 -5.536 -2.623
H 4.112 2.796 -0.460
C 1.512 -1.830 -1.837
O -1.345 1.132 -1.645
Cd 0.550 0.981 -0.529
H 2.330 2.462 -2.371
H -3.491 2.527 -2.019
C 0.157 3.226 2.614
O -1.485 3.107 5.706
O -0.995 1.281 1.298
N -1.890 1.776 3.643
H 4.134 -1.361 -2.642
H 5.939 -3.054 -2.961
H -6.214 -0.741 -1.369
C 3.893 -2.423 -2.609
H 1.307 -4.421 -1.923
O 2.213 0.374 0.720
C 3.280 -5.131 -2.258
C -5.215 -0.359 -1.425
C 4.601 -4.771 -2.607
C -2.832 -0.793 -1.412
C -1.879 -1.796 -1.225
H -2.206 -2.825 -1.074
C 3.325 1.026 0.489
O 1.676 -0.599 -1.870
C -4.161 -1.259 -1.280
S -2.098 1.905 5.187
O 4.339 0.957 1.211
O -1.862 0.694 5.920
C -3.932 2.135 5.246
N 0.310 -2.436 -1.431
H -5.759 1.633 -2.020
C 2.607 -2.775 -2.234
C 4.893 -3.383 -2.739
H 4.067 1.376 -1.511
```

These are the natural (NBO) partial charges, in e, on atoms 1 to 8: C 0.4249; F -0.2956; C -0.3134; F -0.3196; C -0.3372; O -0.8906; H 0.1942; S 2.2615

[9]
Here is a structure of composition C31H31CoN11O3 from the OMol25 dataset. Energies are from ωB97M-V with the def2-TZVPD basis set.

Values from the calculation:
Total charge: -1
Total energy (eV): -92811.7687
HOMO-LUMO gap (spin up / spin down) (eV): 6.38 / 6.38

```
77
C31H31CoN11O3, DFT ωB97M-V with the def2-TZVPD basis set
C 3.287 -6.153 0.324
H -1.865 3.328 5.197
C 1.498 1.758 -1.878
C -2.253 3.508 -0.426
N -0.022 -1.042 -3.385
H -1.061 0.985 5.148
H 1.063 -0.544 1.491
N -1.023 -0.607 -2.588
H -1.951 4.592 3.075
O 0.137 1.872 -1.866
H -0.160 -0.681 4.252
H -1.937 2.597 -0.921
H 3.872 -7.050 0.480
C 2.028 0.619 -1.285
C -0.983 -3.865 0.438
O -1.216 -1.661 -0.197
N -2.620 0.461 -0.751
H -3.244 3.324 -0.007
C -1.111 1.561 4.229
C -2.126 -0.686 -3.327
H 1.274 -1.903 2.610
H -0.698 -5.880 1.004
H -1.548 2.278 -2.920
H 5.313 1.410 -1.445
C 3.713 2.604 -2.238
C 2.342 2.740 -2.380
N -3.362 -0.282 -2.902
C 3.172 -3.838 -0.352
C -1.435 -1.438 2.750
N -0.528 -1.353 -4.524
H -2.046 -3.842 0.635
C -0.235 -4.971 0.637
N 1.128 -0.414 -0.897
C 0.138 4.201 0.146
C -0.716 0.941 3.050
C -1.274 3.924 0.666
H 4.963 -4.981 -0.356
N -1.858 -1.143 -4.536
C -0.773 1.653 1.821
Co -0.761 0.024 -0.794
C 4.244 1.501 -1.585
H 1.926 3.619 -2.848
H 0.727 4.719 0.907
H -4.161 -0.507 -3.469
O -0.310 1.113 0.682
C -0.295 -0.512 3.178
C 3.901 -4.982 -0.147
H 1.445 -7.040 0.944
H 0.116 4.825 -0.753
C -0.487 2.497 -2.992
C 3.401 0.511 -1.110
C -1.562 2.866 4.266
H -1.134 -2.487 2.840
H 1.849 -0.282 3.037
H -0.346 3.576 -2.952
C -0.397 -2.646 -0.039
H -2.303 -1.271 3.390
C 0.987 -2.623 -0.297
H 3.653 -2.944 -0.724
C -1.226 2.998 1.864
C 1.171 -4.986 0.376
H -1.656 4.876 1.051
C -1.607 3.563 3.077
H 4.366 3.379 -2.619
N -3.265 0.897 0.355
C 1.786 -3.808 -0.094
C 1.940 -6.147 0.580
N -4.521 0.900 0.110
H 0.647 3.271 -0.086
H 3.793 -0.363 -0.609
N 1.678 -1.519 -0.705
H -1.756 -1.247 1.728
C -3.584 0.193 -1.633
N -4.775 0.462 -1.144
H -0.088 2.081 -3.919
H -2.333 4.305 -1.172
C 1.052 -0.834 2.534
```

These are the Mulliken partial charges, in e, on atoms 1 to 8: C -0.5594; H 0.3507; C -0.2168; C -1.1448; N -0.5381; H 0.3533; H -0.0542; N 1.6375